No. 1
# C22H16AuBrF3O8S2Te

C22H16AuBrF3O8S2Te as an isolated structure at a distorted geometry (wB97M-V/def2-TZVPD, the OMol25 dataset).

XYZ file:
```
54
C22H16AuBrF3O8S2Te, DFT wB97M-V/def2-TZVPD
Au -0.2998 -2.0225 1.5541
O 1.4346 1.0337 4.4604
S 0.0334 0.8822 4.2962
O -0.8464 1.6720 5.0929
O -0.4954 -0.2488 3.6219
C -0.1590 2.2620 2.0737
C -0.2394 3.4232 2.8603
C 0.8684 4.1943 3.1684
C 2.0981 3.8334 2.6538
C 2.2095 2.7198 1.8334
C 1.1038 1.9503 1.5109
S 1.4614 0.5071 0.4755
O 2.8314 0.6995 0.0692
O 0.4730 0.5117 -0.5738
O 1.3503 -0.6794 1.3735
H -1.2085 3.6804 3.2695
H 0.7666 5.0677 3.7988
H 2.9799 4.4156 2.8889
H 3.1642 2.4324 1.4182
C 0.1947 -1.3493 -3.3511
Te -0.0448 -2.6541 -1.6801
C 2.0851 -2.7620 -1.7479
C 2.4649 -2.3853 -3.1573
C 3.7206 -2.6809 -3.6786
C 4.0698 -2.2771 -4.9581
C 3.1636 -1.5581 -5.7254
C 1.9129 -1.2547 -5.2097
C 1.5489 -1.6706 -3.9324
H 0.1496 -0.3174 -3.0017
H -0.6033 -1.5274 -4.0698
H 2.4190 -3.7616 -1.4777
H 2.5046 -2.0467 -1.0385
H 4.4294 -3.2327 -3.0720
H 5.0475 -2.5211 -5.3549
H 3.4302 -1.2364 -6.7246
H 1.2025 -0.6942 -5.8068
F -3.7936 -1.6334 2.5583
C -3.6984 -2.5497 1.5678
F -3.3515 -1.8927 0.4539
F -4.9312 -3.0407 1.3701
C -2.6966 -3.6732 1.9787
O -3.1042 -4.4739 2.7892
O -1.5551 -3.6446 1.3877
Br -5.4655 1.2178 -0.9124
C -3.8404 1.5217 0.0235
C -2.7585 2.0625 -0.6503
C -1.5726 2.2623 0.0315
C -1.4498 1.9190 1.3776
C -2.5629 1.4094 2.0356
C -3.7594 1.2000 1.3623
H -2.8367 2.3163 -1.6983
H -0.7256 2.6783 -0.4942
H -2.5127 1.1451 3.0826
H -4.6065 0.7708 1.8768
```

The net charge is -1. For the LUMO energy, the calculation gives 0.046 Ha. The orbital gap is 5.96 eV. The energy relative to the best compared isomer or geometry (same formula, charge and spin) is 15.2 kcal/mol.

***

No. 2
# C22H16BrN4O2Pd

C22H16BrN4O2Pd as an isolated structure at a distorted geometry (wB97M-V/def2-TZVPD, the OMol25 dataset).

XYZ file:
```
46
C22H16BrN4O2Pd, DFT wB97M-V/def2-TZVPD
Pd -0.1138 -0.0250 0.0713
Br 0.8223 6.5253 -3.4597
C 0.7602 5.0248 -2.3125
C 1.4341 5.0610 -1.0791
C 1.3950 3.9623 -0.2589
C 0.7561 2.7497 -0.6388
O 0.8280 1.7505 0.1502
C 0.0419 2.7135 -1.9202
C -0.6700 1.5794 -2.3837
N -0.6373 0.3354 -1.8586
C -1.1458 -0.7601 -2.4596
C -1.5235 -0.8635 -3.8314
C -2.0592 -2.0288 -4.3302
C -2.2463 -3.1492 -3.5122
C -1.8135 -3.1362 -2.1675
C -1.9246 -4.2502 -1.3118
C -1.4603 -4.1534 -0.0114
C -0.8466 -2.9772 0.4084
N -0.7734 -1.8881 -0.3750
C -1.2486 -1.9457 -1.6359
C 0.0529 3.8806 -2.7032
H 1.9760 5.9419 -0.7718
H 1.8841 3.9822 0.7038
H -1.3550 1.7630 -3.2075
H -1.3772 -0.0144 -4.4783
H -2.3514 -2.0829 -5.3694
H -2.7105 -4.0438 -3.9001
H -2.3453 -5.1739 -1.6833
H -1.5477 -4.9896 0.6680
H -0.3977 -2.9121 1.3921
H -0.4723 3.8907 -3.6483
N 4.3407 -0.4170 3.5642
C 3.3370 -0.6986 4.3811
O 3.4566 -0.9679 5.5535
C 1.9117 -0.6876 3.8150
C 0.8714 -0.9684 4.7031
C -0.4408 -0.9463 4.2489
C -0.6620 -0.6673 2.9106
N 0.3413 -0.4318 2.0574
C 1.6071 -0.4239 2.4842
H 5.2772 -0.4283 3.9524
H 4.2520 -0.1991 2.5880
H 1.0906 -1.2025 5.7362
H -1.2672 -1.1519 4.9165
H -1.6730 -0.6327 2.5044
H 2.3568 -0.1928 1.7331
```

The net charge is +3. For the LUMO energy (alpha / beta), the calculation gives -0.356 / -0.504 Ha. The orbital gap (alpha / beta) is 4.77 / 3.87 eV. As for the spin multiplicity: 5. Its expectation value of S² is 6.052.

***

No. 3
# C22H16Cl3F3MnN4SSbSe5

C22H16Cl3F3MnN4SSbSe5 as an isolated structure at a distorted geometry (wB97M-V/def2-TZVPD, the OMol25 dataset).

XYZ file:
```
56
C22H16Cl3F3MnN4SSbSe5, DFT wB97M-V/def2-TZVPD
Mn 0.0310 -0.0341 0.4787
Se -0.7849 -2.2804 0.9062
Se 0.0070 -3.5110 -0.8574
Se -0.7307 -2.2783 -2.7135
Se -0.9689 -0.1869 -1.9780
Se 0.3510 4.5687 -0.6984
C 0.3119 2.8920 -0.2453
N 0.3000 1.7456 0.0317
Cl 1.1457 -0.2033 5.6838
C 2.2247 0.2735 4.3878
Cl 3.6159 -0.7959 4.2892
Cl 2.7176 1.9560 4.5500
C 1.4846 0.1699 3.1179
N 0.8987 0.0955 2.1442
N 4.3747 0.4954 -0.8304
C 3.0729 0.3918 -1.1071
N 2.5487 1.2524 -1.9645
S 2.1838 -0.9022 -0.4017
H 4.9728 1.1652 -1.2845
H 4.7832 -0.1583 -0.1856
H 3.0773 2.0074 -2.3704
H 1.5719 1.1762 -2.1942
F -5.8585 -1.8097 5.8139
C -5.0528 -1.2810 4.8851
C -4.6248 -2.0835 3.8453
C -3.8012 -1.5286 2.8790
C -3.4276 -0.1864 2.9585
C -3.8540 0.5905 4.0345
C -4.6754 0.0411 5.0088
Sb -2.2950 0.7138 1.4279
C -3.6228 0.7859 -0.2003
C -4.3814 -0.3317 -0.5391
C -5.1849 -0.3160 -1.6691
C -5.2076 0.8275 -2.4450
F -5.9860 0.8495 -3.5347
C -4.4571 1.9469 -2.1445
C -3.6538 1.9184 -1.0127
C -2.2550 2.7222 2.0480
C -1.1003 3.2300 2.6402
C -1.0534 4.5413 3.0869
C -2.1779 5.3270 2.9271
F -2.1395 6.5977 3.3463
C -3.3410 4.8553 2.3503
C -3.3752 3.5404 1.9118
H -4.9310 -3.1199 3.8061
H -3.4413 -2.1589 2.0749
H -3.5554 1.6277 4.1230
H -5.0213 0.6221 5.8532
H -4.3533 -1.2275 0.0693
H -5.7866 -1.1691 -1.9527
H -4.5044 2.8146 -2.7890
H -3.0461 2.7864 -0.7777
H -0.2169 2.6114 2.7430
H -0.1667 4.9606 3.5425
H -4.1950 5.5119 2.2519
H -4.2844 3.1585 1.4621
```

The net charge is +1. For the LUMO energy (alpha / beta), the calculation gives -0.142 / -0.185 Ha. The orbital gap (alpha / beta) is 6.78 / 5.69 eV. As for the spin multiplicity: 4. The energy relative to the best compared isomer or geometry (same formula, charge and spin) is 0.0 kcal/mol. Its expectation value of S² is 3.845.

***

No. 4
# C22H16F12N2O4V

C22H16F12N2O4V as an isolated structure (wB97M-V/def2-TZVPD, the OMol25 dataset).

XYZ file:
```
57
C22H16F12N2O4V, DFT wB97M-V/def2-TZVPD
V -0.5759 -0.0678 -0.3326
C 2.9880 -0.9767 5.1538
C 2.2478 -0.3976 3.9780
C 2.8690 0.4475 3.0670
C 2.1670 0.9679 1.9974
C 0.8212 0.6658 1.8167
N 0.1221 1.2290 0.7054
C 0.0023 2.6282 0.5837
C 0.4867 3.4652 1.5929
C 0.4134 4.8391 1.4900
C -0.1494 5.4417 0.3742
C -0.1965 6.9376 0.2141
C -0.6861 4.6140 -0.6006
C -0.6480 3.2274 -0.5121
C -1.3391 2.3757 -1.5869
O -1.7180 1.1168 -1.1432
C -0.3666 2.1823 -2.7790
F 0.6339 1.3666 -2.3561
F -0.9355 1.5907 -3.8270
F 0.1933 3.3170 -3.1945
C -2.6580 3.0347 -2.0914
F -2.4324 4.0828 -2.9056
F -3.3902 3.4584 -1.0582
F -3.3907 2.1608 -2.7800
C 0.1993 -0.2472 2.6790
C 0.9177 -0.7371 3.7626
C -1.2268 -0.7207 2.3701
O -1.4213 -0.8932 1.0016
C -2.2626 0.3034 2.9200
F -2.2411 1.4239 2.1930
F -1.9766 0.6345 4.1849
F -3.5083 -0.1697 2.8898
C -1.5262 -2.1232 2.9775
F -0.5248 -2.9664 2.7136
F -2.6380 -2.6395 2.4583
F -1.6876 -2.0673 4.3111
H 3.9954 -0.5703 5.2268
H 3.0633 -2.0612 5.0604
H 2.4631 -0.7626 6.0855
H 3.9150 0.6996 3.1948
H 2.6476 1.6161 1.2780
H 0.9178 3.0302 2.4816
H 0.7996 5.4523 2.2953
H 0.0763 7.4398 1.1409
H -1.1949 7.2659 -0.0763
H 0.4963 7.2627 -0.5643
H -1.1532 5.0797 -1.4556
H 0.4535 -1.4199 4.4596
N 3.2859 -0.0384 -0.9103
C 3.1513 -1.4311 -0.5005
C 1.7212 -1.9466 -0.5530
O 1.4684 -3.0846 -0.2675
O 0.8138 -1.0586 -0.9517
H 2.9135 0.1007 -1.8416
H 4.2634 0.2237 -0.9316
H 3.4698 -1.5281 0.5401
H 3.7471 -2.1447 -1.0791
```

The net charge is 0. For the LUMO energy (alpha / beta), the calculation gives -0.054 / -0.020 Ha. The orbital gap (alpha / beta) is 7.02 / 8.04 eV. As for the spin multiplicity: 2. Its expectation value of S² is 0.791.

***

No. 5
# C22H16F4N2O2

A single C22H16F4N2O2 molecule at a distorted geometry (wB97M-V/def2-TZVPD, the OMol25 dataset).

XYZ file:
```
46
C22H16F4N2O2, DFT wB97M-V/def2-TZVPD
F -1.2426 0.3166 2.9104
C -0.1526 -0.5029 3.0648
C -0.2801 -1.8175 3.2307
F -1.4666 -2.3849 3.5615
C 0.8743 -2.7323 3.2787
O 0.7282 -3.9570 3.1082
C 2.2039 -2.1084 3.4067
F 3.2342 -2.9132 3.7846
C 2.3304 -0.7791 3.4063
F 3.5133 -0.1967 3.7035
C 1.1924 0.2409 3.1735
O 1.1942 1.3172 3.8961
C -1.6183 1.1341 -4.6557
C -2.3339 0.4651 -3.6521
C -2.1054 0.7865 -2.3128
C -1.1732 1.7736 -1.9594
C -0.9356 2.1431 -0.5125
N 0.3534 1.6485 0.0288
C 1.3009 2.5702 0.6510
C 2.2434 1.5985 1.3274
N 1.3902 0.4393 1.6068
C 0.5071 0.4027 0.5586
C -0.0957 -0.7821 -0.0909
C -1.1570 -1.5337 0.4435
C -1.5352 -2.7375 -0.1530
C -0.9958 -3.1060 -1.3775
C 0.0010 -2.3210 -1.9746
C 0.4760 -1.1899 -1.3154
C -0.4277 2.4062 -2.9705
C -0.6681 2.1095 -4.3193
H -1.8136 0.9102 -5.7013
H -3.0710 -0.2990 -3.9008
H -2.6607 0.2886 -1.5102
H -0.9458 3.2440 -0.4211
H -1.7681 1.7506 0.0777
H 1.7847 3.2311 -0.0887
H 0.7722 3.1555 1.4218
H 3.0700 1.3575 0.6681
H 2.6439 1.9655 2.2446
H -1.6636 -1.1621 1.3385
H -2.2759 -3.3632 0.3541
H -1.3195 -4.0273 -1.8553
H 0.4095 -2.5818 -2.9499
H 1.2811 -0.5680 -1.7426
H 0.3155 3.1636 -2.6851
H -0.1142 2.6453 -5.0972
```

The net charge is 0. For the LUMO energy, the calculation gives -0.024 Ha. The orbital gap is 8.46 eV.

***

No. 6
# C22H17F2N7O

A single C22H17F2N7O molecule at a distorted geometry (wB97M-V/def2-TZVPD, the OMol25 dataset).

XYZ file:
```
49
C22H17F2N7O, DFT wB97M-V/def2-TZVPD
C -2.9871 -2.6454 4.7805
N -3.1300 -3.8141 3.9267
C -4.3338 -4.6815 4.0584
C -4.6642 -5.0037 2.6280
N -3.5660 -4.4404 1.8363
C -2.7292 -3.7781 2.5891
C -1.5742 -3.0104 2.0370
C -1.6488 -2.3741 0.8085
C -0.5864 -1.6849 0.2164
C 0.6375 -1.6370 0.8772
N 1.7551 -1.0798 0.3191
C 1.8356 -0.1266 -0.6812
O 0.8752 0.5308 -1.0161
C 3.2121 0.2114 -1.1187
N 4.2557 -0.4010 -0.6348
N 5.3665 0.1659 -1.2030
N 5.0252 1.0767 -2.0056
N 3.6825 1.1480 -1.9968
C 2.9922 2.2050 -2.6319
C 2.1763 3.1075 -1.8837
C 1.5421 4.1878 -2.5078
C 0.6969 5.0438 -1.7747
C 0.0187 6.0981 -2.4202
C 0.2299 6.2577 -3.8170
C 1.0971 5.4203 -4.5249
C 1.7384 4.3690 -3.8830
C 2.5270 3.5056 -4.6493
C 3.1778 2.4121 -4.0482
F 3.9646 1.6297 -4.8266
C 0.7378 -2.3172 2.1364
F 1.9154 -2.4099 2.7668
C -0.3636 -2.9673 2.7302
H -3.4402 -1.7405 4.3333
H -3.4574 -2.8314 5.7613
H -1.9407 -2.4842 4.9957
H -5.1405 -4.1579 4.5086
H -4.0852 -5.5512 4.6313
H -5.5980 -4.5015 2.3624
H -4.7987 -6.1133 2.4937
H -2.6391 -2.4298 0.3019
H -0.7335 -1.2079 -0.7185
H 2.6343 -1.4319 0.5866
H 2.0273 3.0808 -0.8077
H 0.5780 4.9010 -0.7079
H -0.6442 6.7491 -1.8272
H -0.2911 7.0164 -4.3748
H 1.2198 5.6109 -5.5887
H 2.6659 3.6276 -5.7243
H -0.2327 -3.5344 3.6872
```

The net charge is 0. For the LUMO energy, the calculation gives -0.018 Ha. The orbital gap is 7.68 eV. As for the SMILES: CN1CCN=C1c1ccc(NC(=O)c2nnnn2-c2cc3ccccc3cc2F)c(F)c1. The energy relative to the best compared isomer or geometry (same formula, charge and spin) is 0.0 kcal/mol.

***

No. 7
# C22H17HgIN6S

C22H17HgIN6S as an isolated structure (wB97M-V/def2-TZVPD, the OMol25 dataset).

XYZ file:
```
48
C22H17HgIN6S, DFT wB97M-V/def2-TZVPD
Hg -0.0869 0.2263 -1.5052
C 1.3248 -2.4292 1.9786
C 1.1749 -1.3563 0.9300
N 0.4032 -1.5215 -0.1361
N -0.2590 -2.7007 -0.3079
C -0.9738 -2.8463 -1.3775
N -1.6636 -4.0454 -1.4746
S -1.2211 -1.7682 -2.7288
C 1.8730 -0.1229 1.0701
C 2.7411 0.1227 2.1705
C 3.3936 1.3183 2.2855
C 3.1937 2.3147 1.3031
C 2.3415 2.0154 0.2589
N 1.7043 0.8589 0.1129
H 0.6885 -3.2670 1.7126
H 1.0269 -2.0557 2.9614
H 2.3598 -2.7759 2.0434
H -1.3450 -4.7737 -0.8560
H -1.9345 -4.3173 -2.4025
H 2.8803 -0.6484 2.9162
H 4.0563 1.5018 3.1232
H 3.6815 3.2781 1.3623
H 2.1585 2.7529 -0.5203
I 6.3576 -0.4014 -1.8243
C 4.4988 -0.9302 -2.6698
C 4.4281 -1.9703 -3.5802
C 3.1724 -2.2655 -4.0937
C 2.0787 -1.5264 -3.6812
N 2.1622 -0.5263 -2.8037
C 3.3630 -0.2346 -2.3048
H 5.3050 -2.5323 -3.8679
H 3.0499 -3.0731 -4.8032
H 1.0816 -1.7546 -4.0367
H 3.3985 0.5642 -1.5745
N -7.9119 3.4348 3.8044
C -6.9825 3.1688 3.1790
C -5.8415 2.8329 2.3938
C -5.7175 1.5431 1.8645
C -4.6291 1.2126 1.0864
C -3.6339 2.1624 0.8095
C -3.7601 3.4473 1.3531
C -4.8481 3.7804 2.1323
C -2.5262 1.8074 -0.0094
C -1.6079 1.5168 -0.7513
H -6.4900 0.8164 2.0799
H -4.5294 0.2168 0.6770
H -2.9893 4.1773 1.1483
H -4.9460 4.7730 2.5527
```

The net charge is -1. For the LUMO energy (alpha / beta), the calculation gives 0.075 / 0.075 Ha. The orbital gap (alpha / beta) is 4.04 / 6.38 eV. As for the spin multiplicity: 2. The energy relative to the best compared isomer or geometry (same formula, charge and spin) is 7.0 kcal/mol. Its expectation value of S² is 0.775.

***

No. 8
# C22H17N2O7Ru

C22H17N2O7Ru as an isolated structure at a distorted geometry (wB97M-V/def2-TZVPD, the OMol25 dataset).

XYZ file:
```
49
C22H17N2O7Ru, DFT wB97M-V/def2-TZVPD
Ru 0.2124 0.3116 -0.1181
O 1.1416 2.1922 -0.5905
C 0.7237 3.3913 -0.5540
C 1.3681 4.3667 -1.3708
C 0.9661 5.6716 -1.3972
C -0.0930 6.1040 -0.5922
C -0.7134 5.2137 0.2486
C -0.3574 3.8546 0.2903
C -1.1326 3.0081 1.1334
N -1.0335 1.7194 1.2252
N -1.8252 1.0104 1.9956
C -2.0615 -0.2415 1.6180
O -1.7814 -0.6551 0.4492
C -2.7339 -1.1251 2.5750
C -2.7282 -2.5000 2.3410
C -3.2927 -3.3590 3.2623
C -3.8752 -2.8554 4.4149
C -3.9035 -1.4871 4.6395
C -3.3349 -0.6207 3.7270
H 2.1917 4.0243 -1.9777
H 1.4690 6.3733 -2.0461
H -0.4135 7.1328 -0.6383
H -1.5116 5.5474 0.8976
H -1.9092 3.4965 1.7252
H -2.2539 -2.8738 1.4447
H -3.2675 -4.4235 3.0835
H -4.3021 -3.5291 5.1422
H -4.3648 -1.0953 5.5331
H -3.3423 0.4437 3.8934
O 3.6655 -0.9846 1.5746
C 2.6726 -1.1172 0.8866
O 1.4725 -0.8549 1.2057
C 2.8417 -1.7186 -0.5238
C 4.1038 -2.1675 -0.8810
C 4.3537 -2.7517 -2.1186
C 3.2926 -2.8471 -2.9877
O 3.2541 -3.3732 -4.2477
C 1.9208 -3.2403 -4.6885
O 1.1554 -2.6062 -3.6831
C 2.0191 -2.3853 -2.6397
C 1.7587 -1.8298 -1.4101
H 4.8992 -2.0622 -0.1592
H 5.3281 -3.1251 -2.3871
H 1.4989 -4.2360 -4.8994
H 1.8973 -2.6405 -5.6108
H 0.7235 -1.5793 -1.1268
O -1.3498 0.4547 -2.1844
H -2.1129 0.2168 -1.6377
H -1.2356 -0.2479 -2.8361
```

The net charge is 0. For the LUMO energy (alpha / beta), the calculation gives -0.014 / -0.107 Ha. The orbital gap (alpha / beta) is 7.81 / 5.26 eV. As for the spin multiplicity: 6. Its expectation value of S² is 8.809.

***

Question: The highest net charge belongs to which entry?
Answer: C22H16BrN4O2Pd